[1]
C19H16FIN5OPdSe | ωB97M-V with the def2-TZVPD basis set

Properties
Gap between HOMO and LUMO, eV: 6.8
Calculated total energy, Eh: -4009.5293
Energy above the lowest of the compared OMol25 structures with the same formula, charge and spin, kcal/mol: 0.0
HOMO level, hartree: -0.17096

Geometry as ORCA input:
```
! wB97M-V def2-TZVPD RIJCOSX def2/J DEFGRID3
* xyz -1 1
I -0.68685 -3.89389 -0.04857
Pd 0.70955 -0.46156 0.51954
Se 0.68888 2.14301 0.18920
F -0.37364 -0.31973 6.64146
O 2.86644 -0.23131 0.04242
N -1.69645 2.05967 -1.36058
N 3.72631 -1.11592 0.38747
N 6.59988 -2.32790 1.75697
N 5.05036 1.82353 1.71114
N -0.02917 1.15274 -2.41914
C -2.20392 1.65517 -2.58343
C -0.38090 1.75095 -1.25742
C -1.08442 -0.48342 2.55581
C 4.75594 -0.66157 1.06220
C -0.95559 -1.64800 3.32438
C -1.13145 1.07197 -3.25609
C -0.71115 -1.60389 4.68684
C -1.00991 0.73551 3.23580
C -3.60971 1.21241 -4.43050
C 1.26595 0.56568 -2.71520
C -2.53571 0.62907 -5.10621
C 5.77323 -1.59210 1.43988
C 4.90468 0.72239 1.41080
C -3.46239 1.73418 -3.15364
C -1.24083 -0.55397 1.07900
C 0.89472 -2.46627 0.36892
C -1.27705 0.54680 -4.52994
C -0.61083 -0.37215 5.30219
C -0.76462 0.80303 4.60090
H 1.12120 -0.47296 -3.01076
H -0.44536 0.08827 -5.04675
H -0.59933 -2.50907 5.26904
H -4.57782 1.25516 -4.91120
H -0.69026 1.75257 5.11433
H -2.18562 2.50484 -0.60392
H 1.88193 0.59147 -1.81945
H -1.71119 -1.47667 0.75577
H -1.13602 1.65551 2.67727
H 1.33093 -2.85135 1.29083
H 1.74871 1.12387 -3.51834
H -2.69116 0.22810 -6.09883
H 1.59055 -2.65423 -0.44668
H -4.29623 2.17570 -2.62462
H -1.75670 0.32386 0.68586
H -1.05497 -2.60951 2.83328
*
```

[2]
C11H24FO7P | ωB97M-V with the def2-TZVPD basis set

Properties
Gap between HOMO and LUMO, eV: 9.9
Calculated total energy, Eh: -1401.5001
HOMO level, hartree: -0.35438
SMILES: O=C1O[C@H](P(=O)(O)O)C[C@@H]1CCCF.CCO.CCO

Geometry as ORCA input:
```
! wB97M-V def2-TZVPD RIJCOSX def2/J DEFGRID3
* xyz 0 1
P -0.52540 4.11456 0.50034
F -3.37984 2.86113 -0.72557
O 0.50774 1.73421 1.16347
O 0.91864 -2.52790 3.54471
O -0.57266 -2.21401 -3.59457
O -1.13767 4.63353 -0.88167
O -1.47840 3.98115 1.59876
O 0.66640 5.14610 0.84495
O 0.98540 -0.46022 1.34532
C -3.55173 1.48964 -0.77754
C -0.36632 1.76114 -1.03712
C -1.81483 -0.22962 -0.05512
C 0.35557 2.59477 0.07250
C 3.29291 -2.49594 4.07829
C 1.81705 -2.61750 -3.84028
C -2.84300 0.79934 0.39069
C 0.55360 -2.90013 -3.04854
C 2.03432 -3.32878 3.91016
C 0.44202 0.44488 0.74826
C -0.45199 0.34223 -0.49019
H 0.66080 -2.55137 -2.02213
H 2.67703 -3.12743 -3.40433
H -3.60930 0.25410 0.93534
H 0.01879 -0.39491 -1.12848
H -4.61304 1.27701 -0.79226
H 3.13815 -1.72614 4.83432
H 1.77333 -3.81841 4.84758
H 2.19005 -4.10690 3.15327
H -1.22359 5.58849 -0.82206
H 1.12709 -2.09683 2.70904
H -1.20910 2.20143 -1.54674
H 0.34815 -3.97487 -3.02121
H 1.70641 -2.95083 -4.87459
H -0.69356 -2.51750 -4.49760
H 0.24635 5.97721 1.09034
H -3.11960 1.13699 -1.71020
H -2.19803 -0.86981 -0.84153
H 4.13970 -3.11700 4.37681
H 2.01896 -1.54616 -3.86255
H 1.30924 2.88195 -0.36042
H 0.37148 1.71021 -1.83682
H -2.43771 1.51848 1.09445
H 3.54663 -1.99022 3.14420
H -1.61999 -0.88608 0.78876
*
```

[3]
C11H19BrF4NO8P2S | ωB97M-V with the def2-TZVPD basis set

Properties
Gap between HOMO and LUMO, eV: 9.3
Calculated total energy, Eh: -5141.3558
Energy above the lowest of the compared OMol25 structures with the same formula, charge and spin, kcal/mol: 31.6
HOMO level, hartree: -0.49711

Geometry as ORCA input:
```
! wB97M-V def2-TZVPD RIJCOSX def2/J DEFGRID3
* xyz 1 1
Br -2.69059 1.17965 -3.24392
S -4.71427 -0.80171 0.14081
P 1.26129 -2.35321 0.33029
P 1.81366 -1.04664 -1.32622
F -1.44416 -2.90871 -1.23621
F -1.90354 -2.83690 -3.33979
F 4.38627 3.51611 3.48832
F 0.13682 -3.20674 -2.82121
O -5.87447 -0.67152 -0.73786
O 0.03248 -1.79326 1.27421
O -5.02710 -0.97368 1.55420
O 3.32621 1.55881 3.84334
O 2.48161 -0.48195 3.39756
O 1.08829 -3.76856 -0.06753
O 2.59853 -2.33671 1.30047
O 4.07232 0.41135 2.06901
N 0.40795 -0.21152 -2.12270
C 4.68127 1.70419 2.01370
C -1.45355 2.47422 -0.02432
C -0.92600 -2.48586 -2.41951
C -2.18437 -0.33202 -2.04365
C -2.19580 0.06014 -0.52517
C 4.53778 2.17670 3.43099
C 0.15431 1.06132 -1.30593
C -3.57197 0.64623 -0.07601
C -0.81161 -0.94412 -2.55663
C -0.94077 0.97215 -0.21569
C 3.22629 0.41842 3.12543
H 0.84446 0.17957 -2.97384
H 2.42263 -1.76438 2.08623
H -0.02427 1.91624 -1.99180
H -0.91893 -0.77902 -3.66040
H 5.72008 1.63728 1.69625
H -4.06250 -1.96449 -0.26206
H 2.27820 -1.95566 -2.33445
H -3.56995 1.14841 0.91228
H 4.13612 2.33278 1.30646
H -0.49578 0.72152 0.77758
H -2.14952 2.79379 -0.82559
H -0.53383 3.10872 -0.15127
H -3.01582 -1.06123 -2.18944
H 5.34872 1.87010 4.09497
H -1.81034 2.66019 1.00748
H 0.37673 -1.55510 2.15976
H 1.12574 1.27694 -0.79643
H -4.07416 1.29806 -0.82014
H -2.06447 -0.88988 0.05843
*
```

> Number 3 is which compound?

C11H19BrF4NO8P2S